[1]
Entry from the Open Molecules 2025 dataset: C21H27AsF6N2O10P2SV as an isolated structure (ωB97M-V/def2-TZVPD).

Element x y z (Å)
P1 3.06 -0.61 0.88
C1 3.26 1.32 2.98
H1 1.19 -5.04 1.88
C2 -0.84 4.25 -1.50
F1 -1.54 -1.68 0.32
H2 1.36 4.24 1.08
O1 0.65 1.03 3.80
C3 0.73 4.65 0.31
N1 3.73 -1.06 3.44
H3 -1.04 8.19 -3.15
C4 0.01 3.77 -0.49
H4 -4.80 -0.13 -4.08
H5 -1.00 -5.93 0.97
H6 2.89 1.34 0.03
C5 0.43 -3.67 -1.10
H7 3.14 -1.50 4.18
O2 4.12 -1.64 0.95
H8 0.64 -3.39 1.56
N2 -1.66 0.27 -3.04
H9 0.70 -6.35 -1.60
C6 2.81 -0.12 2.69
C7 -1.00 -5.14 0.21
O3 -1.68 6.31 -2.55
H10 4.28 1.46 2.63
C8 1.16 -4.25 1.14
H11 -0.31 1.06 3.93
O4 0.86 1.88 0.68
H12 4.11 -1.71 2.72
C9 0.14 2.31 -0.26
H13 1.19 6.72 0.76
O5 0.17 -1.05 2.46
F2 -2.95 -1.64 2.35
O6 -0.52 1.49 -0.98
H14 1.21 -6.78 0.04
C10 -0.21 6.48 -0.85
O7 3.63 0.74 0.22
O8 -0.48 7.76 -1.21
H15 2.19 -3.94 0.91
C11 0.63 6.03 0.14
C12 -0.93 5.60 -1.65
C13 -2.91 0.59 -3.42
H16 -1.54 -4.27 0.61
O9 1.48 -1.26 4.68
F3 -2.12 0.43 1.25
O10 1.76 -0.93 0.18
F4 -3.21 -0.30 -0.81
P2 1.13 -0.47 3.46
H17 -3.16 1.64 -3.38
S1 0.45 -1.18 -2.52
H18 -4.07 -2.52 -3.94
H19 2.62 2.02 2.46
C14 -2.10 -2.03 -3.31
C15 -3.38 -1.72 -3.70
F5 -3.92 -2.39 0.22
H20 -1.08 0.99 -2.56
H21 -1.41 3.57 -2.12
C16 1.19 -5.98 -0.70
F6 -4.54 -0.16 1.24
V1 -0.09 -0.07 0.62
H22 2.22 -5.72 -0.95
C17 -1.22 -1.00 -2.99
C18 0.45 -4.76 -0.12
H23 -2.37 8.16 -1.93
H24 -1.75 -3.05 -3.22
H25 4.51 -0.55 3.86
C19 -3.79 -0.39 -3.78
H26 -1.53 -5.50 -0.67
H27 3.19 1.53 4.04
As1 -3.11 -0.98 0.79
C20 -1.44 7.69 -2.26
C21 0.41 -2.71 -1.82

Computed properties:
E_LUMO (spin up / spin down) (eV): -0.9 / -0.9
Frontier orbital gap (spin up / spin down) (eV): 6.575 / 7.831
Energy above the lowest of the compared OMol25 structures with the same formula, charge and spin (kcal per mole): 0.0
Multiplicity: 4
Total charge: 0

[2]
Entry from the Open Molecules 2025 dataset: an isolated ion of composition C6H11N2O and charge +1 in a non-equilibrium geometry (ωB97M-V/def2-TZVPD).

Element x y z (Å)
C1 -1.00 0.99 -0.30
H1 -2.04 1.32 -0.90
H2 -0.90 -0.58 -1.64
C2 3.01 0.53 -0.37
C3 1.56 0.23 -0.36
H3 -1.38 2.47 1.06
H4 0.26 2.53 -0.73
H5 -0.19 1.27 1.60
N1 -0.10 1.69 -1.12
H6 1.11 -2.51 -0.94
H7 2.13 -2.22 0.15
C4 1.13 -2.06 -0.04
O1 3.61 1.15 0.45
C5 -1.19 1.49 1.15
H8 -1.28 -1.15 0.00
N2 0.73 -0.71 -0.20
H9 -1.88 0.83 1.56
H10 3.35 0.15 -1.41
C6 -0.70 -0.51 -0.63
H11 0.60 -2.54 0.65

Computed properties:
E_LUMO (spin up / spin down) (eV): -5.7 / -6.3
Frontier orbital gap (spin up / spin down) (eV): 8.564 / 7.948
Energy above the lowest of the compared OMol25 structures with the same formula, charge and spin (kcal per mole): 161.9
Total charge: +1

Repeat the second record exactly.
Entry from the Open Molecules 2025 dataset: an isolated ion of composition C6H11N2O and charge +1 in a non-equilibrium geometry (ωB97M-V/def2-TZVPD).

Element x y z (Å)
C1 -1.00 0.99 -0.30
H1 -2.04 1.32 -0.90
H2 -0.90 -0.58 -1.64
C2 3.01 0.53 -0.37
C3 1.56 0.23 -0.36
H3 -1.38 2.47 1.06
H4 0.26 2.53 -0.73
H5 -0.19 1.27 1.60
N1 -0.10 1.69 -1.12
H6 1.11 -2.51 -0.94
H7 2.13 -2.22 0.15
C4 1.13 -2.06 -0.04
O1 3.61 1.15 0.45
C5 -1.19 1.49 1.15
H8 -1.28 -1.15 0.00
N2 0.73 -0.71 -0.20
H9 -1.88 0.83 1.56
H10 3.35 0.15 -1.41
C6 -0.70 -0.51 -0.63
H11 0.60 -2.54 0.65

Computed properties:
E_LUMO (spin up / spin down) (eV): -5.7 / -6.3
Frontier orbital gap (spin up / spin down) (eV): 8.564 / 7.948
Energy above the lowest of the compared OMol25 structures with the same formula, charge and spin (kcal per mole): 161.9
Total charge: +1

Look up the energy above the lowest of the compared OMol25 structures with the same formula, charge and spin of the second one.
161.9 kcal per mole

Number 1 is which compound?
C21H27AsF6N2O10P2SV

The lowest energy above the lowest of the compared OMol25 structures with the same formula, charge and spin belongs to which entry?
C21H27AsF6N2O10P2SV